Here is C27H38N2O24S7 as an isolated structure in a non-equilibrium geometry from the Open Molecules 2025 dataset. Energies are from ωB97M-V with the def2-TZVPD basis set.

Its net charge is 0. Its highest occupied orbital energy is -8.5 eV. Its calculated total energy is -5754.070664 hartree. The orbital gap comes out at 8.15 eV. The value obtained for the largest force on an atom is 0.028 Eh/bohr.

Last column: Mulliken charge in e.
Geometry (Å):
C: 0.439 -1.528 0.241  -0.37
C: 0.026 -0.362 -0.410  -1.02
C: -0.236 -0.419 -1.770  0.02
C: -0.115 -1.592 -2.522  0.47
C: -0.396 -1.476 -4.007  -0.31
C: -0.034 -2.696 -4.872  -1.01
C: 1.453 -3.154 -4.821  -1.25
C: 2.441 -2.091 -4.397  0.56
C: 2.523 -0.787 -5.020  -0.38
C: 3.415 0.130 -4.560  -1.32
C: 4.278 -0.152 -3.470  0.69
N: 5.184 0.633 -2.866  -0.72
S: 5.859 -0.248 -1.709  0.15
N: 5.070 -1.669 -1.852  -0.75
C: 4.235 -1.447 -2.870  0.76
C: 3.289 -2.389 -3.373  -0.41
C: 0.280 -2.752 -1.862  -0.11
C: 0.540 -2.694 -0.496  -0.93
H: 0.661 -1.450 1.308  0.50
H: -0.100 0.579 0.113  0.47
H: -0.545 0.490 -2.280  0.14
H: -1.483 -1.344 -4.098  0.73
H: 0.026 -0.565 -4.435  -0.16
H: -0.712 -3.535 -4.691  0.38
H: -0.232 -2.401 -5.911  0.45
H: 1.729 -3.546 -5.807  0.47
H: 1.522 -4.000 -4.133  0.43
H: 1.842 -0.586 -5.841  0.92
H: 3.432 1.109 -5.032  0.45
H: 3.257 -3.372 -2.911  0.32
H: 0.390 -3.678 -2.412  0.43
H: 0.871 -3.595 0.016  0.45
C: 4.083 -0.894 -9.535  -0.20
C: 4.768 -2.226 -9.316  -0.37
O: 3.728 -3.090 -8.844  -0.31
S: 2.334 -2.670 -9.518  1.05
O: 2.096 -3.513 -10.631  -0.57
O: 1.378 -2.487 -8.486  -0.38
O: 2.792 -1.230 -10.061  -0.33
H: 3.940 -0.361 -8.592  0.18
H: 4.621 -0.258 -10.232  0.32
H: 5.573 -2.168 -8.589  0.33
H: 5.153 -2.635 -10.253  0.30
C: -0.630 2.681 -6.439  -0.38
C: -1.413 3.929 -6.092  -0.41
O: -2.382 3.489 -5.134  -0.31
S: -1.764 2.300 -4.252  1.09
O: -1.269 2.841 -3.038  -0.56
O: -2.664 1.207 -4.281  -0.54
O: -0.510 1.971 -5.201  -0.17
H: -1.176 2.050 -7.144  0.30
H: 0.354 2.906 -6.843  0.31
H: -1.904 4.368 -6.956  0.32
H: -0.778 4.679 -5.615  0.30
C: 1.606 -2.540 4.709  -0.33
C: 0.739 -3.448 5.553  -0.40
O: -0.359 -2.626 5.957  -0.29
S: -0.686 -1.561 4.809  0.88
O: -1.754 -2.064 4.017  -0.44
O: -0.708 -0.274 5.389  -0.44
O: 0.680 -1.735 3.966  -0.27
H: 2.212 -1.877 5.331  0.27
H: 2.252 -3.094 4.033  0.34
H: 1.262 -3.836 6.423  0.33
H: 0.344 -4.280 4.965  0.29
C: 0.032 2.909 8.594  -0.15
C: 0.326 2.253 9.924  -0.37
O: -0.026 0.877 9.730  -0.35
S: 0.268 0.457 8.205  1.23
O: 1.536 -0.189 8.144  -0.62
O: -0.891 -0.138 7.661  -0.49
O: 0.430 1.934 7.612  -0.29
H: -1.030 3.101 8.472  0.27
H: 0.586 3.827 8.456  0.22
H: -0.250 2.685 10.737  0.29
H: 1.390 2.302 10.166  0.30
C: -2.488 7.008 7.030  -0.28
C: -3.002 7.811 8.205  -0.34
O: -2.436 7.164 9.354  -0.32
S: -0.999 6.570 8.977  1.08
O: 0.004 7.478 9.395  -0.57
O: -0.971 5.198 9.350  -0.48
O: -1.140 6.669 7.385  -0.31
H: -3.051 6.082 6.902  0.27
H: -2.503 7.571 6.101  0.30
H: -4.087 7.815 8.266  0.31
H: -2.636 8.839 8.178  0.30
C: -4.975 -1.797 1.821  -0.32
C: -4.377 -3.178 1.950  -0.11
O: -5.482 -4.015 2.327  -0.32
S: -6.826 -3.458 1.655  1.10
O: -7.086 -4.192 0.469  -0.54
O: -7.803 -3.304 2.671  -0.53
O: -6.269 -2.013 1.237  -0.33
H: -5.113 -1.330 2.798  0.31
H: -4.379 -1.143 1.190  0.32
H: -3.590 -3.222 2.697  0.17
H: -3.991 -3.536 0.993  0.28